{"formula": "C4H13NOS", "method": "ωB97M-V with the def2-TZVPD basis set", "de_lowest_kj_mol": 166.8, "smiles": "NCCCCS.O", "lumo_ha": 0.0267, "gap_ev": 9.7, "symbols": ["N", "C", "C", "C", "C", "S", "H", "H", "H", "H", "H", "H", "H", "H", "H", "H", "H", "O", "H", "H"], "positions_angstrom": [[-1.40707, -0.26366, -0.86167], [-1.49710, 0.01635, 0.58753], [-0.35155, -0.25897, 1.52608], [0.96205, -0.62922, 0.80096], [1.68803, 0.58710, 0.05728], [2.38939, 1.57705, 1.47923], [-2.10443, 0.21259, -1.49907], [-1.45507, -1.23436, -1.17923], [-1.88563, 1.09617, 0.71306], [-2.42471, -0.44280, 1.13251], [-0.17339, 0.69668, 2.15712], [-0.69729, -1.03375, 2.19564], [0.78398, -1.43316, 0.00572], [1.78227, -1.06672, 1.41307], [0.93280, 1.17309, -0.69257], [2.38914, 0.13802, -0.60530], [2.19918, 0.59917, 2.43556], [-0.15119, -0.19939, -3.38251], [-0.36466, -0.05062, -2.41307], [-0.61477, 0.51645, -3.87035]]}



{"formula": "C3H6N2O2", "method": "ωB97M-V with the def2-TZVPD basis set", "de_lowest_kj_mol": 261.9, "smiles": "[H]/N=C/O/C=C(\\N)O", "lumo_ha": 0.0339, "gap_ev": 8.8, "symbols": ["H", "N", "C", "O", "C", "C", "N", "O", "H", "H", "H", "H", "H"], "positions_angstrom": [[1.67206, 0.69336, -2.33579], [1.11760, 0.34972, -1.55793], [1.83044, 0.33792, -0.50841], [1.40677, -0.07731, 0.67917], [0.18140, -0.73699, 0.80083], [-1.04401, -0.20881, 0.59555], [-1.39583, 0.84440, -0.19100], [-2.07124, -0.80945, 1.25939], [2.86930, 0.66574, -0.41605], [0.27274, -1.80556, 0.95502], [-2.38060, 1.05828, -0.25118], [-0.84869, 0.88826, -1.04755], [-1.60994, -1.19956, 2.01796]]}



{"formula": "C3H7FO2", "method": "ωB97M-V with the def2-TZVPD basis set", "de_lowest_kj_mol": 24.7, "smiles": "OCC(F)CO", "lumo_ha": 0.0325, "gap_ev": 11.5, "symbols": ["O", "C", "C", "F", "C", "O", "H", "H", "H", "H", "H", "H", "H"], "positions_angstrom": [[2.43278, 0.27591, -0.20638], [1.29236, -0.46162, 0.16586], [-0.00447, 0.17102, -0.34205], [0.03767, 1.49140, 0.22680], [-1.28058, -0.44538, 0.13376], [-2.45412, 0.30614, -0.12900], [2.24636, 1.23005, 0.07426], [1.28551, -1.48359, -0.28216], [1.10396, -0.53264, 1.20690], [0.00745, 0.24485, -1.43510], [-1.47583, -1.48437, -0.19812], [-0.99421, -0.50300, 1.20045], [-2.19689, 1.19124, -0.41522]]}



{"formula": "C2H5N3O", "method": "ωB97M-V with the def2-TZVPD basis set", "de_lowest_kj_mol": 178.2, "smiles": "N#C/N=C\\N.O", "lumo_ha": 0.0193, "gap_ev": 10.2, "symbols": ["N", "C", "N", "C", "N", "H", "H", "H", "O", "H", "H"], "positions_angstrom": [[2.34995, -1.67476, 0.08381], [2.19650, -0.52838, -0.10336], [2.23790, 0.72830, 0.05685], [1.22053, 1.45493, 0.00049], [-0.08455, 1.05891, -0.14354], [1.44197, 2.58798, 0.14622], [-0.29635, 0.12566, -0.31340], [-0.93083, 1.66442, -0.07786], [-0.86356, -1.84796, -0.21317], [-1.20981, -1.39782, 0.55376], [-0.43533, -2.60425, 0.07941]]}



{"formula": "C10H17O3", "method": "ωB97M-V with the def2-TZVPD basis set", "de_lowest_kj_mol": 135.6, "lumo_ha": [0.0281, -0.0600], "multiplicity": 4, "gap_ev": [8.4, 6.9], "symbols": ["O", "O", "C", "C", "C", "C", "C", "C", "C", "C", "C", "C", "O", "H", "H", "H", "H", "H", "H", "H", "H", "H", "H", "H", "H", "H", "H", "H", "H", "H"], "positions_angstrom": [[2.61873, -3.72807, 0.57623], [3.57467, -4.51558, 0.88028], [-1.69720, 3.72891, -0.90981], [-1.14522, 2.38755, -0.54434], [-1.90246, 1.28308, -0.63643], [-1.45135, -0.09283, -0.24537], [0.09650, -0.23950, -0.15817], [0.65668, 0.96468, 0.59414], [0.28734, 2.29741, -0.08942], [0.50263, -1.61547, 0.45400], [-0.10470, -2.73979, -0.37926], [2.01792, -1.85356, 0.51963], [-0.09149, -1.71003, 1.77972], [-0.94682, 4.51318, -0.80401], [-2.06775, 3.74486, -1.93979], [-2.56192, 3.99529, -0.29205], [-2.94426, 1.36198, -0.96093], [-1.87380, -0.36961, 0.74379], [-1.84807, -0.81754, -0.97772], [0.49191, -0.21344, -1.19353], [0.22426, 0.97751, 1.60928], [1.75065, 0.89746, 0.67282], [0.93972, 2.47313, -0.96138], [0.49945, 3.13640, 0.58483], [0.21141, -2.65689, -1.43210], [0.24963, -3.69625, 0.03069], [-1.20323, -2.72268, -0.33598], [2.56547, -1.73782, -0.41668], [2.50712, -1.44824, 1.42625], [0.64418, -1.60418, 2.40532]]}



{"formula": "C6F18KN3O12S6", "method": "ωB97M-V with the def2-TZVPD basis set", "de_lowest_kj_mol": 138.5, "lumo_ha": [0.0280, -0.1667], "charge": -1, "multiplicity": 2, "gap_ev": [7.7, 2.4], "symbols": ["K", "C", "F", "F", "F", "S", "O", "O", "N", "S", "O", "O", "C", "F", "F", "F", "C", "F", "F", "F", "S", "O", "O", "N", "S", "O", "O", "C", "F", "F", "F", "C", "F", "F", "F", "S", "O", "O", "N", "S", "O", "O", "C", "F", "F", "F"], "positions_angstrom": [[-0.40006, 0.65787, -0.94964], [-0.35550, 1.49568, -4.48879], [-1.38000, 1.01148, -3.73508], [0.66764, 0.60390, -4.38068], [-0.76951, 1.58637, -5.77649], [0.15298, 3.10064, -3.75335], [0.93384, 3.81455, -4.74350], [-1.07011, 3.77612, -3.28826], [1.03101, 2.57175, -2.30660], [2.50868, 3.12620, -2.51310], [3.02956, 2.72498, -3.81602], [2.57544, 4.48393, -2.04725], [3.54478, 2.09497, -1.09868], [3.36646, 0.80793, -1.49169], [4.83497, 2.31704, -1.23270], [3.10781, 2.31056, 0.16152], [1.05898, -2.31281, 2.84038], [-0.15210, -1.84143, 3.20045], [1.87626, -1.28754, 2.70772], [1.48007, -3.22413, 3.74701], [0.75329, -3.05210, 1.05835], [0.05100, -1.96546, 0.34609], [2.05965, -3.38911, 0.55201], [-0.32436, -4.44944, 1.38011], [0.57241, -5.70017, 1.10841], [0.84275, -5.91459, -0.30968], [1.72649, -5.91077, 2.04495], [-0.69931, -7.05484, 1.55166], [-1.12098, -6.80324, 2.74914], [-1.80952, -7.01064, 0.71985], [-0.12288, -8.28977, 1.45655], [-3.83658, 1.77617, -0.55484], [-3.46220, 2.66817, -1.47892], [-5.24145, 1.63516, -0.69248], [-3.32923, 0.53974, -0.71617], [-3.30620, 2.30918, 1.28686], [-3.75310, 3.63784, 1.62242], [-3.77127, 1.22134, 2.19636], [-1.57496, 2.15841, 1.00751], [-1.14745, 2.20277, 2.49059], [-1.42015, 3.44458, 3.14879], [-1.35241, 1.00693, 3.31618], [0.74299, 2.29983, 2.19277], [0.99346, 3.37768, 1.41957], [1.40919, 2.29159, 3.40750], [1.07981, 1.15269, 1.66113]]}



{"formula": "C5H9N", "method": "ωB97M-V with the def2-TZVPD basis set", "de_lowest_kj_mol": 240.7, "smiles": "C=C/C=C/CN", "lumo_ha": 0.0402, "gap_ev": 9.8, "symbols": ["C", "C", "C", "C", "C", "N", "H", "H", "H", "H", "H", "H", "H", "H", "H"], "positions_angstrom": [[2.64629, 0.28169, 0.42636], [1.89125, -0.65227, -0.24058], [0.46152, -0.75552, -0.23608], [-0.17503, 0.36823, -0.22674], [-1.63432, 0.53717, -0.33593], [-2.38502, -0.59132, 0.37241], [2.22248, 1.06704, 1.12399], [3.77762, 0.44545, 0.12275], [2.38293, -1.35721, -1.01164], [-0.09580, -1.71320, 0.02525], [0.34104, 1.34984, -0.25588], [-1.96296, 0.61216, -1.42173], [-1.84151, 1.64269, 0.08254], [-3.36619, -0.56751, 0.24176], [-2.26230, -0.66722, 1.33351]]}



{"formula": "C6H17N2O3", "method": "ωB97M-V with the def2-TZVPD basis set", "de_lowest_kj_mol": 167.3, "lumo_ha": -0.0962, "charge": 1, "gap_ev": 10.9, "symbols": ["C", "C", "C", "C", "C", "C", "N", "N", "O", "O", "O", "H", "H", "H", "H", "H", "H", "H", "H", "H", "H", "H", "H", "H", "H", "H", "H", "H"], "positions_angstrom": [[1.62760, 2.54647, -0.02274], [2.12975, -2.35335, 0.78073], [-2.38608, 1.11993, -0.00167], [-2.45925, -0.39823, 0.33439], [-1.37266, -2.03264, -1.09022], [2.15183, 0.14604, 0.08921], [1.30303, 1.13008, -0.05213], [1.60440, -1.00108, 0.42468], [-1.29871, 1.61173, 0.72912], [3.49378, 0.18965, -0.05709], [-1.25573, -0.88129, -0.21382], [0.91948, 3.06839, -0.60179], [1.42859, 3.05400, 0.96755], [2.61716, 2.88561, -0.42800], [3.14574, -2.51244, 0.58450], [1.62016, -2.69350, 1.70144], [1.60618, -3.10188, 0.03874], [-3.25606, 1.66617, 0.30104], [-2.17101, 1.24264, -1.00009], [-3.30946, -0.95980, -0.18425], [-2.50562, -0.63983, 1.38846], [-1.27002, -3.06835, -0.59423], [-0.53376, -1.92454, -1.73074], [0.37552, 0.98513, 0.37311], [-2.36802, -1.87759, -1.69605], [0.61994, -1.06833, 0.29628], [-1.66052, 1.93587, 1.50525], [3.81047, 1.14095, -0.15222]]}